(1)
{
  "formula": "C5H6O2",
  "method": "ωB97M-V/def2-TZVPD",
  "species": ["C", "C", "C", "O", "C", "C", "O", "H", "H", "H", "H", "H", "H"],
  "xyz": [[0.765, -2.798, -0.934], [0.669, -1.618, -0.865], [0.233, 0.184, -0.937], [-1.054, 0.335, -0.683], [-1.170, 0.933, 0.581], [0.271, 0.978, 1.088], [1.044, 0.906, -0.074], [1.073, -3.762, -1.318], [0.539, 0.633, -1.829], [-1.676, 0.298, 1.293], [-1.689, 1.861, 0.327], [0.414, 1.901, 1.598], [0.582, 0.148, 1.753]],
  "mulliken_charge": [0.3786, -1.0760, 0.2385, -0.3418, -0.2919, -0.4355, -0.3708, 0.3977, 0.3334, 0.2528, 0.2972, 0.3270, 0.2909],
  "e_tot_ha": -344.437892,
  "largest_force_ev_per_a": 5.9,
  "orbital_gap_ev": 10.939,
  "molar_mass_g_mol": 98.101,
  "smiles": "C#CC1OCCO1",
  "de_lowest_ev": 4.463
}


(2)
{
  "formula": "C5H6O2",
  "method": "ωB97M-V/def2-TZVPD",
  "species": ["O", "C", "C", "C", "O", "C", "C", "H", "H", "H", "H", "H", "H"],
  "xyz": [[2.305, 0.658, -0.559], [1.406, -0.115, -0.805], [0.057, 0.041, -0.170], [-0.216, 1.532, -0.190], [-1.287, 2.072, -0.081], [-0.411, -0.562, 1.155], [-0.993, -1.043, -0.127], [1.511, -0.835, -1.639], [0.761, 2.059, -0.241], [-1.032, 0.110, 1.744], [0.253, -1.201, 1.729], [-2.018, -0.788, -0.376], [-0.697, -2.049, -0.431]],
  "mulliken_charge": [-0.4698, -0.1874, 0.8521, -0.2839, -0.4914, -0.6331, -0.5598, 0.3361, 0.4121, 0.2476, 0.2478, 0.2358, 0.2940],
  "e_tot_ha": -344.537906,
  "largest_force_ev_per_a": 0.7,
  "orbital_gap_ev": 10.166,
  "molar_mass_g_mol": 98.101,
  "smiles": "O=CC1(C=O)CC1",
  "de_lowest_ev": 1.742
}


(3)
{
  "formula": "C5H6O2",
  "method": "ωB97M-V/def2-TZVPD",
  "species": ["O", "C", "C", "C", "O", "C", "C", "H", "H", "H", "H", "H", "H"],
  "xyz": [[-2.388, -0.154, -0.209], [-1.605, -0.256, 0.950], [0.593, -0.257, -0.546], [-0.284, 0.493, 0.748], [-0.296, 1.519, -0.072], [1.990, -0.280, -0.898], [3.171, -0.363, -1.187], [-2.205, 0.736, -0.557], [-2.171, 0.065, 1.846], [-1.310, -1.296, 1.101], [-0.039, -0.391, -1.427], [0.319, 0.598, 1.668], [4.225, -0.414, -1.418]],
  "mulliken_charge": [-0.5059, -0.5142, -0.5638, 0.2840, -0.5941, -0.4471, 0.3149, 0.3416, 0.2846, 0.3009, 0.3063, 0.3974, 0.3954],
  "e_tot_ha": -344.401162,
  "largest_force_ev_per_a": 2.2,
  "orbital_gap_ev": [8.279, 8.282],
  "molar_mass_g_mol": 98.101,
  "de_lowest_ev": 5.463
}


(4)
{
  "formula": "C5H6O2",
  "method": "ωB97M-V/def2-TZVPD",
  "species": ["C", "C", "C", "C", "C", "O", "O", "H", "H", "H", "H", "H", "H"],
  "xyz": [[-1.454, -0.652, -0.090], [-0.284, 0.175, 0.394], [-0.236, 1.584, 0.571], [1.000, 0.350, -0.539], [1.618, -0.564, 0.510], [2.680, -1.090, 0.642], [0.541, -0.618, 1.322], [-2.179, -0.744, 0.725], [-1.140, -1.661, -0.372], [-1.947, -0.172, -0.939], [1.481, 1.338, -0.531], [-0.857, 1.985, -0.255], [0.867, -0.016, -1.556]],
  "mulliken_charge": [-1.2932, 1.3338, -0.9145, -0.6006, 0.4664, -0.5333, -0.3990, 0.3269, 0.3515, 0.3435, 0.3208, 0.2694, 0.3284],
  "e_tot_ha": -344.457326,
  "largest_force_ev_per_a": 0.6,
  "orbital_gap_ev": 9.503,
  "molar_mass_g_mol": 98.101,
  "de_lowest_ev": 3.934
}


(5)
{
  "formula": "C5H6O2",
  "method": "ωB97M-V/def2-TZVPD",
  "species": ["C", "C", "C", "C", "C", "O", "O", "H", "H", "H", "H", "H", "H"],
  "xyz": [[1.435, 0.549, -0.778], [-0.235, 0.724, -0.448], [0.819, 0.153, 0.527], [-1.595, 0.495, -1.070], [0.787, -1.055, 1.354], [2.257, 0.396, -1.605], [0.013, 1.261, 0.886], [-1.597, 0.128, -1.987], [-2.001, 1.463, -0.960], [-2.234, -0.247, -0.433], [1.244, -1.866, 0.713], [-0.337, -1.112, 1.622], [1.443, -0.889, 2.178]],
  "lowdin_spin": [0.5103, 0.5281, 0.1443, 0.0742, 0.0300, 0.4786, 0.1786, 0.0008, 0.0051, 0.0371, 0.0044, 0.0042, 0.0044],
  "e_tot_ha": -344.312279,
  "s2": 2.01,
  "largest_force_ev_per_a": 6.9,
  "orbital_gap_ev": [6.061, 7.462],
  "molar_mass_g_mol": 98.101,
  "spin_multiplicity": 3,
  "de_lowest_ev": 3.508
}


(6)
{
  "formula": "C5H6O2S",
  "method": "ωB97M-V/def2-TZVPD",
  "species": ["O", "C", "S", "C", "C", "C", "O", "C", "H", "H", "H", "H", "H", "H"],
  "xyz": [[1.101, 1.153, -0.892], [1.539, 0.026, -0.173], [3.282, -0.193, -0.017], [0.373, -0.776, 0.336], [-0.449, 0.313, 1.072], [-1.537, 0.716, 0.338], [-1.905, -0.141, -0.641], [-0.780, -1.054, -0.677], [1.881, 1.974, -0.924], [0.644, -1.658, 1.092], [-0.172, 1.069, 1.962], [-2.229, 1.490, 0.474], [-0.579, -0.920, -1.668], [-1.171, -2.002, -0.281]],
  "mulliken_charge": [-0.4822, -0.1340, -0.2453, 0.5166, -0.5405, -0.2362, -0.3611, -0.6565, 0.3889, 0.3246, 0.2384, 0.4718, 0.4239, 0.2916],
  "e_tot_ha": -742.659981,
  "largest_force_ev_per_a": 5.0,
  "orbital_gap_ev": 8.386,
  "molar_mass_g_mol": 130.168,
  "smiles": "OC(=S)[C@H]1C=COC1",
  "de_lowest_ev": 3.399
}


(7)
{
  "formula": "C5H6O2S",
  "method": "ωB97M-V/def2-TZVPD",
  "species": ["C", "O", "C", "C", "C", "C", "O", "S", "H", "H", "H", "H", "H", "H"],
  "xyz": [[-1.500, -1.538, -1.657], [-1.004, -0.218, -2.022], [-0.091, 0.354, -1.102], [1.089, -0.327, -0.712], [1.655, -0.198, 0.519], [0.718, 0.198, 1.478], [0.979, 0.291, 2.614], [-0.650, 0.895, 0.675], [-2.752, -1.546, -1.967], [-1.650, -1.358, -0.457], [-0.960, -2.460, -2.121], [0.299, 1.171, -1.719], [1.888, -0.982, -1.431], [2.551, -0.661, 1.016]],
  "mulliken_charge": [-0.5284, -0.3606, -0.1151, -0.1244, -0.4393, 0.5950, -0.5139, -0.1613, 0.2256, 0.2921, 0.2330, 0.3731, 0.1967, 0.3275],
  "e_tot_ha": -742.658747,
  "largest_force_ev_per_a": 8.4,
  "orbital_gap_ev": 9.736,
  "molar_mass_g_mol": 130.168,
  "smiles": "CO[C@@H]1C=CC(=O)S1",
  "de_lowest_ev": 3.432
}


(8)
{
  "formula": "C5H6O3",
  "method": "ωB97M-V/def2-TZVPD",
  "species": ["C", "C", "C", "C", "C", "H", "H", "H", "H", "H", "H", "O", "O", "O"],
  "xyz": [[1.566, -1.298, 0.099], [0.428, -0.386, -0.048], [-1.700, 0.091, -0.168], [-1.144, 1.340, -0.204], [0.292, 0.943, -0.103], [1.733, -1.624, -1.065], [2.641, -0.880, 0.210], [1.104, -1.945, 0.907], [-3.208, -0.932, 0.763], [-1.339, 2.397, 0.211], [2.165, 1.354, -0.554], [-0.775, -0.802, -0.267], [-3.005, -0.015, 0.073], [1.241, 1.759, 0.144]],
  "mulliken_charge": [-1.0925, -0.0102, 0.4140, -0.5948, 1.0172, 0.2566, 0.2425, 0.2690, 0.3866, 0.2770, 0.3695, -0.3683, -0.5439, -0.6229],
  "e_tot_ha": -419.652471,
  "largest_force_ev_per_a": 8.6,
  "orbital_gap_ev": 7.725,
  "molar_mass_g_mol": 114.100,
  "de_lowest_ev": 5.087
}


(9)
{
  "formula": "C5H6O3",
  "method": "ωB97M-V/def2-TZVPD",
  "species": ["C", "C", "C", "O", "C", "C", "O", "O", "H", "H", "H", "H", "H", "H"],
  "xyz": [[-1.483, -0.271, 1.577], [-0.584, -0.446, 0.386], [-0.341, -1.637, -0.089], [-0.097, -2.707, -0.514], [0.363, 0.628, 0.119], [1.066, 0.821, -1.006], [0.849, 0.174, -2.189], [2.153, 1.648, -0.982], [-1.737, 0.779, 1.753], [-0.991, -0.660, 2.476], [-2.420, -0.821, 1.439], [0.609, 1.260, 0.972], [-0.093, -0.065, -2.238], [2.707, 1.297, -1.704]],
  "mulliken_charge": [-1.5083, 0.2902, 0.5754, -0.4452, -0.4224, 0.4192, -0.5371, -0.4877, 0.3765, 0.3104, 0.3933, 0.3414, 0.3630, 0.3314],
  "e_tot_ha": -419.784693,
  "largest_force_ev_per_a": 2.0,
  "orbital_gap_ev": 8.272,
  "molar_mass_g_mol": 114.100,
  "smiles": "CC(=C=O)C=C(O)O",
  "de_lowest_ev": 1.489
}


(10)
{
  "formula": "C5H6O3",
  "method": "ωB97M-V/def2-TZVPD",
  "species": ["C", "C", "O", "C", "O", "C", "C", "O", "H", "H", "H", "H", "H", "H"],
  "xyz": [[-1.161, -1.413, 1.877], [0.038, -1.007, 1.078], [1.221, -1.421, 1.137], [-0.481, -0.192, -0.202], [-1.616, 0.298, -0.217], [0.787, 0.550, -0.715], [0.531, 1.946, -1.044], [0.878, 1.099, -2.062], [-1.967, -1.376, 1.163], [-1.501, -0.449, 2.307], [-1.230, -2.444, 2.529], [1.691, 0.048, -0.524], [-0.524, 2.324, -1.341], [1.379, 2.784, -0.958]],
  "mulliken_charge": [-1.0113, 0.5826, -0.5411, 0.3555, -0.5333, -0.1637, -0.2042, -0.4108, 0.3724, 0.3250, 0.2818, 0.5287, 0.2167, 0.2018],
  "e_tot_ha": -419.693862,
  "largest_force_ev_per_a": 4.7,
  "orbital_gap_ev": 8.438,
  "molar_mass_g_mol": 114.100,
  "smiles": "CC(=O)C(=O)[C@@H]1CO1",
  "de_lowest_ev": 3.960
}